C3H11N2 | wB97M-V/def2-TZVPD

Last column: natural (NBO) charge in e.
CARTESIAN COORDINATES (ANGSTROEM)
N 1.2801 -0.4748 1.1624  -0.705
C 0.2681 0.5575 1.4540  -0.252
C -0.7932 0.4456 0.3029  -0.232
N -0.1093 0.1792 -0.9491  -0.668
C -0.7309 -0.5897 -2.0234  -0.420
H 1.1383 -0.6960 0.1256  0.467
H 2.2578 -0.3456 1.3992  0.447
H 0.9583 -1.2557 1.7429  0.436
H -0.1470 0.4541 2.4503  0.239
H 0.6280 1.5857 1.4326  0.232
H -1.4053 -0.4270 0.5593  0.205
H -1.4831 1.2852 0.3587  0.224
H 0.3425 1.0289 -1.2761  0.387
H -1.3179 0.0436 -2.6999  0.208
H -1.5420 -1.2121 -1.6352  0.213
H -0.0061 -1.1792 -2.5771  0.218

Computed properties:
**Strongest force on any atom**: 2.25 eV/Å
**Relative energy (zero: lowest compared OMol25 entry of this formula, charge and spin)**: 86.7 kJ/mol
**LUMO energy**: -3.39 eV
**2S+1**: 1
**DFT total energy**: -230.1494 Eh
**SMILES string**: CNCC[NH3+]
**Total charge**: +1
**Kohn-Sham gap**: 0.3830 Ha


C3H11N2 | wB97M-V/def2-TZVPD

Last column: Löwdin spin population.
CARTESIAN COORDINATES (ANGSTROEM)
C -2.9823 3.0105 1.3920  0.315
C -2.8073 1.6465 1.8807  0.235
H -2.8432 3.8136 2.1684  0.086
H -2.4729 3.1728 0.4508  0.007
H -4.1137 3.2191 1.2392  0.162
H -3.0905 0.9640 1.0333  0.074
H -3.2506 1.3976 2.8403  0.004
H -1.6903 1.4674 1.9483  0.117
N 3.8499 -2.3213 -0.9469  0.000
C 2.6655 -2.6473 -1.4115  0.000
N 2.1075 -2.0463 -2.4319  0.000
H 4.3585 -1.5172 -1.3041  0.000
H 4.2162 -2.7720 -0.1053  0.000
H 2.1677 -3.4663 -0.9068  0.000
H 1.2623 -2.4566 -2.7811  0.000
H 2.6234 -1.4647 -3.0656  0.000

Computed properties:
**Strongest force on any atom**: 1.70 eV/Å
**Relative energy (zero: lowest compared OMol25 entry of this formula, charge and spin)**: 70.5 kJ/mol
**LUMO energy (spin up / spin down)**: -5.94 / -13.52 eV
**<S²>**: 0.753
**2S+1**: 2
**DFT total energy**: -229.6730 Eh
**Total charge**: +2
**Kohn-Sham gap (spin up / spin down)**: 0.4595 / 0.1808 Ha


C3H11N2O | wB97M-V/def2-TZVPD

Last column: natural (NBO) charge in e.
CARTESIAN COORDINATES (ANGSTROEM)
C -1.5149 0.5661 1.7210  -0.426
N -2.1961 -0.6338 1.2749  -0.630
C -1.9622 -0.8986 -0.1694  -0.453
H -0.4392 0.4666 1.5874  0.259
H -1.8048 1.4597 1.1439  0.141
H -1.7824 0.7565 2.7669  0.161
H -3.1956 -0.6083 1.4104  0.322
H -2.5276 -0.1728 -0.7708  0.139
H -2.2766 -1.9260 -0.3622  0.166
H -0.8813 -0.7823 -0.3667  0.294
N 2.7964 0.1859 -1.8394  -0.912
C 2.1035 0.6539 -0.6115  0.136
O 0.9691 0.0285 -0.2843  -0.977
H 2.2128 0.3918 -2.6319  0.332
H 2.9361 -0.8039 -1.7244  0.335
H 2.8722 0.6028 0.2065  0.057
H 1.9776 1.7609 -0.7582  0.054

Computed properties:
**Strongest force on any atom**: 1.16 eV/Å
**Relative energy (zero: lowest compared OMol25 entry of this formula, charge and spin)**: 67.0 kJ/mol
**LUMO energy**: 4.16 eV
**2S+1**: 1
**DFT total energy**: -305.6218 Eh
**Total charge**: -1
**Kohn-Sham gap**: 0.2478 Ha